Record 1
Here is a molecular structure, C48H40InN8O20S at a distorted geometry from the Open Molecules 2025 dataset. Energies are from ωB97M-V with the def2-TZVPD basis set.

XYZ file:
```
118
Properties=species:S:1:pos:R:3
In 1.906 2.811 -2.436
S 0.796 0.510 -0.429
O -0.091 1.123 -1.390
O 0.134 -0.490 0.372
O 1.867 0.008 -1.265
O 1.370 1.603 0.341
C -1.016 0.738 4.144
C -1.727 1.451 5.096
C -1.940 2.806 4.862
C -1.448 3.481 3.731
C -0.749 2.740 2.784
C -0.572 1.383 2.991
N -1.472 5.016 3.705
O -0.715 5.680 2.964
O -2.298 5.569 4.423
H -0.643 -0.248 4.378
H -1.942 0.924 6.014
H -2.330 3.307 5.736
H -0.323 3.296 1.963
H 0.148 0.870 2.370
C 0.696 -3.352 4.278
C 1.362 -3.092 5.457
C 2.555 -2.414 5.407
C 3.015 -2.005 4.132
C 2.167 -2.019 3.027
C 1.039 -2.753 3.046
N 4.372 -1.520 4.065
O 5.128 -2.089 4.832
O 4.700 -0.846 3.086
H -0.199 -3.956 4.257
H 0.866 -3.427 6.356
H 3.121 -2.133 6.283
H 2.513 -1.531 2.128
H 0.466 -2.721 2.131
C 5.675 0.725 0.267
C 6.969 1.122 0.398
C 7.288 2.033 1.394
C 6.303 2.584 2.248
C 5.051 2.172 2.115
C 4.696 1.249 1.166
N 6.693 3.598 3.291
O 7.842 4.108 3.349
O 5.841 3.944 4.156
H 5.449 -0.062 -0.437
H 7.762 0.754 -0.237
H 8.321 2.348 1.425
H 4.266 2.379 2.827
H 3.707 0.889 0.925
C -1.822 -2.897 -3.866
C -1.119 -2.051 -3.093
C -0.191 -1.185 -3.550
C -0.074 -0.976 -4.944
C -0.642 -2.016 -5.794
C -1.506 -2.998 -5.250
N 0.827 0.002 -5.557
O 1.068 1.010 -4.892
O 1.260 -0.100 -6.711
H -2.615 -3.501 -3.450
H -1.064 -2.048 -2.014
H 0.269 -0.393 -2.979
H -0.512 -2.028 -6.866
H -1.956 -3.700 -5.936
C -3.421 0.684 -2.628
C -4.867 0.937 -2.473
C -5.528 1.965 -3.249
C -4.722 2.683 -4.194
C -3.408 2.316 -4.419
C -2.819 1.389 -3.672
N -5.301 3.845 -5.031
O -4.518 4.571 -5.669
O -6.503 3.850 -5.045
H -2.804 0.074 -1.984
H -5.450 0.585 -1.635
H -6.569 2.104 -2.998
H -2.841 2.821 -5.187
H -1.766 1.192 -3.811
C -3.125 -3.187 0.246
C -2.444 -2.134 0.952
C -2.323 -2.244 2.315
C -3.019 -3.308 3.036
C -3.701 -4.289 2.315
C -3.783 -4.248 0.941
N -2.983 -3.289 4.518
O -2.602 -2.245 5.136
O -3.461 -4.263 5.065
H -3.255 -3.213 -0.825
H -1.960 -1.364 0.369
H -1.731 -1.466 2.775
H -4.303 -5.106 2.683
H -4.286 -5.043 0.411
C -4.840 3.670 1.282
C -3.921 2.745 0.943
C -2.723 3.107 0.368
C -2.486 4.432 0.047
C -3.469 5.388 0.490
C -4.629 4.980 1.218
N -1.341 4.812 -0.791
O -0.632 3.926 -1.225
O -1.074 5.969 -1.014
H -5.715 3.251 1.757
H -4.094 1.685 1.057
H -2.154 2.257 0.022
H -3.195 6.414 0.293
H -5.358 5.671 1.614
C 4.340 -2.964 -2.119
C 5.135 -3.862 -2.890
C 4.645 -4.533 -3.984
C 3.286 -4.422 -4.295
C 2.427 -3.581 -3.600
C 3.015 -2.839 -2.504
N 2.703 -5.172 -5.498
O 1.492 -5.218 -5.490
O 3.441 -5.771 -6.258
H 4.795 -2.414 -1.309
H 6.148 -4.007 -2.546
H 5.314 -5.153 -4.563
H 1.421 -3.411 -3.954
H 2.421 -2.255 -1.816
```

Computed properties:
- HOMO-LUMO gap: 2.19 eV
- HOMO level: -11.9 eV
- Net charge: +1

Atomic partial charges in e from the Löwdin method, atoms 1 to 99: In 1.16; S 0.09; O -0.26; O -0.26; O -0.25; O -0.24; C -0.05; C -0.02; C 0.03; C -0.09; C 0.00; C -0.02; N -0.30; O 0.06; O 0.08; H 0.10; H 0.13; H 0.13; H 0.11; H 0.08; C -0.05; C -0.05; C 0.02; C -0.14; C -0.02; C -0.06; N -0.33; O 0.11; O 0.06; H 0.10; H 0.12; H 0.13; H 0.11; H 0.10; C -0.03; C -0.05; C 0.06; C -0.11; C -0.02; C -0.03; N -0.27; O 0.07; O 0.06; H 0.10; H 0.12; H 0.13; H 0.14; H 0.09; C -0.04; C -0.11; C -0.05; C -0.10; C 0.04; C -0.01; N -0.32; O -0.05; O 0.11; H 0.11; H 0.11; H 0.07; H 0.12; H 0.12; C -0.03; C -0.03; C 0.02; C -0.09; C -0.04; C -0.11; N -0.33; O 0.07; O 0.10; H 0.08; H 0.09; H 0.11; H 0.13; H 0.09; C -0.03; C -0.07; C -0.01; C -0.10; C -0.02; C -0.06; N -0.33; O 0.02; O 0.10; H 0.08; H 0.07; H 0.08; H 0.12; H 0.11; C -0.10; C -0.07; C -0.02; C -0.11; C 0.07; C -0.03; N -0.33; O -0.05; O 0.13

***

Record 2
Here is a molecular structure, C48H41AgN3OP2S from the Open Molecules 2025 dataset. Energies are from ωB97M-V with the def2-TZVPD basis set.

XYZ file:
```
97
Properties=species:S:1:pos:R:3
Ag 0.014 -1.015 0.313
C -2.508 -5.899 0.969
N -1.398 -5.529 1.839
C -1.002 -6.213 2.978
C 0.045 -5.566 3.488
N 0.318 -4.478 2.645
C -0.600 -4.455 1.620
S -0.914 -3.385 0.352
C 1.481 -3.662 2.836
C 1.956 -3.468 4.127
C 3.133 -2.758 4.290
C 3.794 -2.280 3.171
C 3.225 -2.520 1.933
N 2.077 -3.182 1.763
H -2.909 -6.849 1.310
H -2.161 -5.992 -0.057
H -3.284 -5.136 1.001
H -1.506 -7.102 3.325
H 0.655 -5.804 4.341
H 1.422 -3.845 4.989
H 3.525 -2.584 5.284
H 4.723 -1.728 3.251
H 3.709 -2.177 1.023
C -1.464 5.667 -1.817
C -0.309 4.826 -2.405
C 0.437 5.655 -3.455
C 0.622 4.433 -1.260
C 1.582 5.298 -0.751
C 2.389 4.948 0.323
C 2.248 3.706 0.917
C 1.281 2.821 0.454
P 1.131 1.131 1.151
C 2.876 0.596 0.958
C 3.237 0.103 -0.299
C 4.537 -0.315 -0.546
C 5.488 -0.251 0.469
C 5.136 0.242 1.719
C 3.834 0.667 1.964
C 0.901 1.357 2.947
C 0.772 0.183 3.702
C 0.462 0.235 5.052
C 0.238 1.465 5.661
C 0.343 2.631 4.920
C 0.676 2.582 3.570
C 0.487 3.201 -0.630
O -0.429 2.272 -1.053
C -0.950 2.376 -2.325
C -1.537 1.216 -2.834
C -2.108 1.261 -4.098
C -2.078 2.437 -4.829
C -1.481 3.570 -4.298
C -0.902 3.568 -3.033
P -1.516 -0.285 -1.785
C -1.249 -1.650 -2.980
C 0.022 -2.228 -3.018
C 0.310 -3.274 -3.885
C -0.681 -3.764 -4.723
C -1.952 -3.203 -4.696
C -2.234 -2.154 -3.832
C -3.281 -0.413 -1.320
C -3.988 0.753 -1.025
C -5.284 0.687 -0.534
C -5.888 -0.545 -0.326
C -5.190 -1.711 -0.613
C -3.891 -1.649 -1.102
H -1.069 6.572 -1.345
H -2.012 5.098 -1.061
H -2.164 5.958 -2.605
H 0.835 6.570 -3.016
H -0.234 5.960 -4.257
H 1.265 5.088 -3.888
H 1.714 6.275 -1.201
H 3.135 5.645 0.687
H 2.899 3.414 1.733
H 2.493 0.065 -1.090
H 4.811 -0.692 -1.524
H 6.503 -0.580 0.282
H 5.881 0.296 2.505
H 3.557 1.038 2.947
H 0.912 -0.780 3.216
H 0.375 -0.684 5.624
H -0.032 1.510 6.710
H 0.159 3.591 5.389
H 0.752 3.504 3.009
H -2.566 0.374 -4.518
H -2.523 2.475 -5.816
H -1.483 4.480 -4.886
H 0.795 -1.857 -2.358
H 1.301 -3.713 -3.897
H -0.466 -4.588 -5.395
H -2.728 -3.586 -5.349
H -3.237 -1.740 -3.806
H -3.523 1.721 -1.189
H -5.826 1.600 -0.316
H -6.901 -0.597 0.057
H -5.661 -2.675 -0.455
H -3.354 -2.564 -1.316
```

Computed properties:
- HOMO-LUMO gap: 8.29 eV
- HOMO level: -10.1 eV
- Net charge: +1

Partial charges, Löwdin, in e: Ag 0.40; C -0.04; N -0.13; C -0.03; C -0.03; N 0.02; C -0.68; S 0.64; C -0.28; C -0.02; C -0.04; C -0.05; C -0.12; N 0.13; H 0.09; H 0.09; H 0.09; H 0.13; H 0.12; H 0.11; H 0.12; H 0.10; H 0.10; C 0.00; C -0.42; C -0.03; C -0.09; C 0.00; C -0.05; C -0.09; C -0.26; P 1.07; C -0.38; C -0.12; C -0.08; C -0.08; C -0.10; C -0.10; C -0.37; C -0.12; C -0.07; C -0.07; C -0.07; C -0.08; C -0.19; O -0.03; C -0.20; C -0.27; C -0.06; C -0.05; C -0.01; C -0.09; P 1.07; C -0.38; C -0.13; C -0.07; C -0.07; C -0.07; C -0.11; C -0.36; C -0.08; C -0.07; C -0.08; C -0.08; C -0.12; H 0.09; H 0.10; H 0.09; H 0.08; H 0.08; H 0.11; H 0.12; H 0.11; H 0.11; H 0.09; H 0.11; H 0.11; H 0.11; H 0.11; H 0.07; H 0.10; H 0.11; H 0.11; H 0.10; H 0.10; H 0.11; H 0.11; H 0.07; H 0.11; H 0.11; H 0.11; H 0.11; H 0.10; H 0.11; H 0.11; H 0.11; H 0.08

***

Record 3
Here is a molecular structure, C48H41BF2I2MgNO2P2SSi at a distorted geometry from the Open Molecules 2025 dataset. Energies are from ωB97M-V with the def2-TZVPD basis set.

XYZ file:
```
102
Properties=species:S:1:pos:R:3
Mg -1.076 -0.472 -1.915
C -1.843 2.726 0.048
Si -0.527 1.696 0.994
C -1.395 0.756 2.423
C -1.614 1.395 3.639
C -2.145 0.719 4.721
C -2.477 -0.621 4.598
C -2.261 -1.277 3.399
C -1.702 -0.604 2.316
P -1.344 -1.431 0.714
C 0.040 -2.585 1.100
C 0.520 -2.950 2.350
C 1.633 -3.768 2.457
C 2.256 -4.259 1.323
C 1.752 -3.943 0.072
C 0.660 -3.104 -0.035
C -2.700 -2.660 0.769
C -2.516 -4.008 0.477
C -3.578 -4.893 0.563
C -4.834 -4.450 0.939
C -5.035 -3.101 1.191
C -3.979 -2.215 1.098
C 0.557 3.076 1.764
C 0.318 4.222 2.498
C 1.377 5.050 2.841
C 2.672 4.739 2.457
C 2.929 3.602 1.706
C 1.860 2.802 1.350
P 1.834 1.245 0.412
C 3.112 1.287 -0.776
C 3.306 -0.016 -1.468
C 4.196 -0.016 -2.716
C 4.175 1.312 -3.491
C 3.886 2.537 -2.714
C 3.277 2.496 -1.520
C 2.532 0.183 1.737
C 1.739 -0.245 2.789
C 2.292 -0.867 3.892
C 3.658 -1.075 3.957
C 4.463 -0.631 2.920
C 3.911 0.009 1.828
H -2.794 2.700 0.566
H -1.988 2.333 -0.951
H -1.536 3.764 -0.041
H -1.346 2.435 3.737
H -2.294 1.234 5.660
H -2.903 -1.154 5.436
H -2.526 -2.322 3.305
H 0.030 -2.590 3.243
H 2.026 -4.017 3.433
H 3.134 -4.884 1.411
H 2.219 -4.339 -0.820
H 0.265 -2.835 -1.008
H -1.538 -4.372 0.192
H -3.420 -5.940 0.341
H -5.654 -5.149 1.032
H -6.017 -2.747 1.472
H -4.128 -1.162 1.292
H -0.687 4.485 2.799
H 1.191 5.950 3.412
H 3.486 5.394 2.739
H 3.934 3.349 1.396
H 3.594 -0.793 -0.748
H 5.163 -0.515 -2.637
H 5.071 1.451 -4.102
H 4.117 3.483 -3.181
H 3.025 3.421 -1.009
H 0.676 -0.082 2.744
H 1.654 -1.182 4.704
H 4.094 -1.567 4.815
H 5.534 -0.767 2.977
H 4.547 0.388 1.041
I -2.869 3.233 -4.479
C -0.859 2.531 -4.430
C 0.075 2.968 -5.355
C 1.315 2.380 -5.278
I 2.738 3.010 -6.741
C 1.661 1.418 -4.335
C 2.983 0.741 -4.364
C 3.045 -0.565 -3.572
C 2.103 -0.580 -2.350
N 0.872 0.114 -2.396
C 0.705 1.032 -3.371
C -0.613 1.586 -3.461
O -1.561 1.168 -2.670
H -0.175 3.704 -6.101
H 3.315 0.597 -5.396
H 3.106 -1.482 -4.158
H 1.900 -1.609 -2.023
F -1.537 -2.589 -4.259
B -1.748 -2.147 -3.000
F -2.762 -2.918 -2.512
C -5.173 1.248 -0.479
S -3.859 0.677 -1.654
C -4.943 -0.598 -2.401
O -2.958 -0.108 -0.782
H -5.839 1.923 -1.002
H -4.667 1.776 0.319
H -5.710 0.400 -0.080
H -5.840 -0.132 -2.790
H -5.173 -1.326 -1.631
H -4.396 -1.080 -3.204
```

Computed properties:
- HOMO-LUMO gap: 5.35 eV
- HOMO level: -3.3 eV
- Net charge: -1

Atomic partial charges in e from the Löwdin method, atoms 1 to 99: Mg 0.41; C -0.15; Si 0.75; C -0.29; C -0.09; C -0.08; C -0.08; C -0.10; C -0.37; P 1.12; C -0.35; C -0.10; C -0.08; C -0.08; C -0.07; C -0.12; C -0.33; C -0.07; C -0.08; C -0.10; C -0.09; C -0.12; C -0.29; C -0.10; C -0.09; C -0.08; C -0.07; C -0.35; P 1.06; C -0.35; C -0.22; C -0.15; C -0.20; C -0.07; C -0.13; C -0.28; C -0.10; C -0.10; C -0.09; C -0.08; C -0.08; H 0.01; H -0.02; H 0.04; H 0.09; H 0.10; H 0.10; H 0.11; H 0.09; H 0.10; H 0.10; H 0.11; H 0.07; H 0.10; H 0.10; H 0.10; H 0.10; H 0.10; H 0.10; H 0.10; H 0.10; H 0.11; H 0.12; H 0.13; H 0.13; H 0.09; H 0.09; H 0.06; H 0.11; H 0.10; H 0.10; H 0.10; I 0.81; C -0.60; C -0.27; C -0.62; I 0.81; C -0.19; C -0.21; C -0.13; C -0.25; N -0.01; C -0.18; C -0.44; O -0.37; H 0.06; H 0.08; H 0.14; H 0.12; F 0.10; B -0.56; F 0.07; C -0.21; S 0.88; C -0.20; O -0.66; H 0.05; H 0.03; H 0.04